P) # C7H10S

The molecule C7H10S (ωB97M-V with the def2-TZVPD basis set, OMol25).

CARTESIAN COORDINATES (ANGSTROEM)
C  -1.796  -0.726  1.059
C  -0.629  -0.123  0.850
C  0.117  0.672  1.867
C  1.219  1.239  1.362
C  1.401  0.770  -0.044
C  0.050  0.132  -0.482
C  -0.722  1.190  -1.332
S  0.214  -1.519  -1.187
H  -2.223  -1.275  0.251
H  -2.258  -0.822  2.048
H  -0.339  0.810  2.864
H  1.919  1.778  1.913
H  1.738  1.510  -0.741
H  2.211  0.018  -0.078
H  -0.910  2.069  -0.697
H  -0.020  1.471  -2.145
H  -1.761  0.954  -1.661
H  0.377  -1.144  -2.439



Q) # C7H10S

The molecule C7H10S (ωB97M-V with the def2-TZVPD basis set, OMol25).

CARTESIAN COORDINATES (ANGSTROEM)
C  2.366  -0.569  0.063
C  0.868  -1.163  0.039
C  -0.317  -0.604  -0.030
C  -1.372  -1.650  -0.134
S  -2.953  -0.565  0.089
C  -2.050  0.914  0.007
C  -0.777  0.786  -0.146
C  0.042  2.021  0.030
H  2.959  -1.541  0.028
H  2.498  -0.183  1.129
H  2.861  0.005  -0.969
H  0.909  -2.251  0.288
H  -1.367  -2.056  -1.128
H  -1.447  -2.379  0.694
H  -2.593  1.944  0.042
H  0.305  2.526  1.169
H  0.900  1.973  -0.659
H  -0.833  2.791  -0.511



R) # C7H10S

The molecule C7H10S (ωB97M-V with the def2-TZVPD basis set, OMol25).

CARTESIAN COORDINATES (ANGSTROEM)
C  -1.353  1.052  -2.211
C  -0.611  1.371  -1.300
C  0.125  1.991  -0.197
C  0.526  1.398  1.110
S  1.589  -0.281  1.104
C  0.569  -1.377  0.198
C  1.314  -2.275  -0.493
C  -0.877  -1.664  0.719
H  -2.227  1.192  -3.010
H  1.057  2.421  -0.548
H  -0.254  2.972  0.196
H  -0.213  1.085  1.790
H  1.165  2.085  1.723
H  2.452  -1.986  -0.640
H  0.749  -3.011  -0.986
H  -1.565  -2.513  0.411
H  -1.055  -1.736  1.901
H  -1.391  -0.726  0.232



Which structure wins on stability? P) wins.



P) # C6H16NS

A cluster of 2 separate species, C6H16NS in total (ωB97M-V with the def2-TZVPD basis set, OMol25).

CARTESIAN COORDINATES (ANGSTROEM)
C  -0.917  -3.011  -2.181
C  -0.894  -1.874  -3.171
C  -0.062  -0.711  -2.636
S  -0.738  -0.036  -1.120
H  0.073  -3.434  -2.057
H  -1.618  -3.778  -2.506
H  -1.261  -2.661  -1.165
H  -0.476  -2.146  -4.140
H  -1.942  -1.577  -3.334
H  0.068  0.060  -3.421
H  0.946  -1.094  -2.438
C  0.580  2.341  3.311
N  0.079  1.751  2.054
C  1.020  2.065  0.956
C  -0.140  0.339  2.230
H  0.936  3.365  3.136
H  1.424  1.741  3.755
H  -0.240  2.299  4.045
H  0.760  1.587  0.038
H  1.004  3.212  0.773
H  2.065  1.803  1.284
H  -0.553  -0.094  1.219
H  -0.899  0.150  2.919
H  0.787  -0.297  2.451

Properties
Net charge: -1



Q) # C6H16NS

A cluster of 2 separate species, C6H16NS in total (ωB97M-V with the def2-TZVPD basis set, OMol25).

CARTESIAN COORDINATES (ANGSTROEM)
C  0.173  -2.308  2.960
C  -0.798  -1.225  2.465
S  -0.203  -0.389  0.966
N  1.509  -1.798  3.249
H  0.243  -3.097  2.207
H  -0.232  -2.750  3.879
H  -0.981  -0.554  3.317
H  -1.766  -1.685  2.238
H  1.475  -1.238  4.094
H  1.752  -1.175  2.479
C  -1.380  -0.049  -2.796
C  1.202  2.308  -1.076
C  0.670  1.163  -1.933
C  -0.824  1.224  -2.159
H  -0.821  -0.279  -3.710
H  -2.430  0.063  -3.069
H  -1.275  -0.888  -2.108
H  2.294  2.311  -1.073
H  0.831  2.219  -0.056
H  0.855  3.266  -1.479
H  0.947  0.212  -1.473
H  1.184  1.213  -2.900
H  -1.335  1.388  -1.208
H  -1.090  2.067  -2.813

Properties
Net charge: -1



Which structure wins on stability? Q) wins.



P) # C3H8OS2

A cluster of 2 separate species, C3H8OS2 in total (ωB97M-V with the def2-TZVPD basis set, OMol25).

CARTESIAN COORDINATES (ANGSTROEM)
C  -0.558  2.702  -1.592
C  0.529  2.007  -1.270
O  1.708  2.041  -1.939
H  -1.376  2.624  -0.897
H  -0.684  3.153  -2.561
H  0.521  1.240  -0.510
H  1.721  2.858  -2.455
C  -0.942  -3.101  1.256
S  0.789  -2.628  1.549
S  0.361  -0.845  2.593
H  -1.425  -2.281  0.729
H  -1.372  -3.481  2.166
H  -0.866  -3.927  0.544
H  1.594  -0.363  2.386



Q) # C3H8OS2

A cluster of 2 separate species, C3H8OS2 in total (ωB97M-V with the def2-TZVPD basis set, OMol25).

CARTESIAN COORDINATES (ANGSTROEM)
C  0.026  2.100  0.228
C  0.925  1.245  -0.240
O  2.092  0.891  0.372
H  -0.910  2.170  -0.309
H  0.097  2.542  1.214
H  0.854  0.851  -1.241
H  2.032  1.234  1.267
C  -0.280  -2.175  -0.789
S  -1.889  -1.369  -0.617
S  -1.919  -0.844  1.372
H  0.090  -2.030  -1.803
H  0.454  -1.700  -0.137
H  -0.301  -3.233  -0.535
H  -1.271  0.319  1.219



Which structure wins on stability? Q) wins.



P) # C3H8OS2

A structure of composition C3H8OS2 (ωB97M-V with the def2-TZVPD basis set, OMol25).

CARTESIAN COORDINATES (ANGSTROEM)
C  -1.641  0.078  1.260
C  -0.797  -0.832  -1.188
C  2.233  0.370  -0.041
H  -2.433  -0.677  1.252
H  -0.739  -0.347  1.709
H  -1.973  0.921  1.872
H  0.096  -1.250  -0.709
H  -1.598  -1.574  -1.171
H  -0.555  -0.605  -2.225
H  2.322  2.246  -0.307
H  3.313  0.380  -0.226
O  1.657  1.572  -0.104
S  -1.311  0.707  -0.398
S  1.426  -0.990  0.276



Q) # C3H8OS2

A structure of composition C3H8OS2 (ωB97M-V with the def2-TZVPD basis set, OMol25).

CARTESIAN COORDINATES (ANGSTROEM)
C  0.979  0.597  0.978
C  -0.917  -0.764  -0.852
C  -0.823  0.216  0.295
O  1.380  -0.529  1.660
S  0.507  -1.882  -1.104
S  -1.809  1.741  0.015
H  0.902  1.490  1.509
H  1.461  0.657  0.040
H  -0.765  -0.071  -1.773
H  -1.933  -1.301  -0.876
H  -1.287  -0.232  1.234
H  1.978  -1.119  1.032
H  1.361  -0.908  -1.223
H  -1.034  2.105  -0.935



Which structure wins on stability? P) wins.